(1)
74
Properties=species:S:1:pos:R:3 method="wB97M-V/def2-TZVPD" e_tot_ev=-42431.6010 lumo_ev=-0.184 homo_lumo_gap_ev=8.37 smiles="CCOCc1c(CCOCCOc2ccc(C(C)(C)CC(C)(C)C)cc2)ccc2c1C(=O)NC2=O" de_lowest_kcal_mol=62.1 e_homo_ev=-8.6
C 3.04621 0.86299 2.06672
C 3.93466 -0.21730 2.75613
O 3.67172 -1.47981 2.16098
C 4.30273 -1.60600 0.89584
C 3.38887 -2.28977 -0.10443
C 3.30780 -1.87696 -1.43432
C 4.09070 -0.68561 -1.99852
C 3.06680 0.19992 -2.76925
O 3.37340 1.57561 -2.62326
C 2.26644 2.40219 -2.92210
C 2.19228 3.48779 -1.81143
O 0.87907 3.98459 -1.62287
C 0.09104 3.18141 -0.83805
C -1.12866 3.70449 -0.43174
C -1.98616 2.95047 0.31844
C -1.69270 1.64809 0.71860
C -2.71357 0.83346 1.52761
C -2.57827 1.38970 2.99895
C -2.33626 -0.66141 1.61893
C -4.18151 1.09660 1.11402
C -4.73471 0.31497 -0.12124
C -5.82351 1.24428 -0.74977
C -5.50662 -0.95750 0.30727
C -3.71512 0.04024 -1.24441
C -0.47007 1.15335 0.34084
C 0.40250 1.91097 -0.41953
C 2.47375 -2.56178 -2.31036
C 1.69116 -3.62114 -1.92464
C 1.74976 -4.00692 -0.60779
C 2.59839 -3.35840 0.28608
C 2.41330 -4.05469 1.64476
O 3.09426 -4.07706 2.63361
N 1.13523 -4.74065 1.52491
C 1.02300 -5.12685 0.13338
O 0.50769 -6.13146 -0.28359
H 3.62268 1.29105 1.23414
H 2.20822 0.34221 1.59027
H 2.70761 1.64205 2.75206
H 4.99768 0.05234 2.65705
H 3.69932 -0.26012 3.82325
H 5.18009 -2.26280 1.04691
H 4.69605 -0.65277 0.53744
H 4.89072 -1.02601 -2.66171
H 4.45268 -0.06764 -1.17613
H 2.10019 0.02734 -2.27287
H 3.01735 -0.12206 -3.82019
H 2.33492 2.87774 -3.90937
H 1.30812 1.86356 -2.89825
H 2.68413 3.16330 -0.88728
H 2.78835 4.33241 -2.18192
H -1.43201 4.71209 -0.70391
H -2.92840 3.40995 0.60216
H -3.11024 0.71468 3.67876
H -3.02163 2.39112 3.01421
H -1.50873 1.42092 3.22884
H -3.15564 -1.29726 1.95855
H -1.87843 -1.01861 0.69054
H -1.53950 -0.75478 2.37437
H -4.79563 0.78521 1.97460
H -4.39630 2.15732 0.96034
H -6.31512 0.76063 -1.60010
H -5.27155 2.10032 -1.17204
H -6.51490 1.62287 0.00995
H -6.24748 -0.61559 1.04459
H -6.07345 -1.38780 -0.52531
H -4.86871 -1.70677 0.78492
H -4.28876 -0.17592 -2.15885
H -3.17088 -0.88798 -1.03379
H -3.05003 0.87884 -1.46303
H -0.15948 0.15026 0.61896
H 1.34346 1.44085 -0.68806
H 2.42270 -2.24298 -3.34916
H 1.03328 -4.13244 -2.62133
H 0.40573 -4.05334 1.71164



(2)
24
Properties=species:S:1:pos:R:3 method="wB97M-V/def2-TZVPD" total_charge=+1 e_tot_ev=-13507.3144 lumo_ev=-2.991 homo_lumo_gap_ev=9.89 de_lowest_kcal_mol=57.6 e_homo_ev=-12.9
N 1.69342 -0.66289 0.11335
C 0.17623 -1.01933 0.35053
C -0.48694 0.19455 1.02220
N -1.82336 0.50771 0.76294
C -2.58248 -0.07597 -0.30225
C -3.10825 1.14798 -1.26669
O 0.17920 0.92457 1.70060
H 2.27864 -1.49331 0.05397
H 2.10715 -0.12291 0.94836
H 1.77864 -0.01408 -0.72197
H -0.41803 -1.36789 -0.61001
H 0.20123 -1.77676 1.17193
H -2.23511 1.13985 1.40644
H -1.98631 -0.91779 -0.74287
H -3.46405 -0.64683 0.16719
H -2.73507 2.16607 -0.87934
H -4.18875 0.91340 -1.32412
H -2.60013 1.10726 -2.24102
H 2.54630 -0.51707 -3.01701
H 3.31970 0.69392 -2.68335
O 2.58907 0.14921 -2.28601
H 2.74438 0.64826 2.92162
H 2.99198 -0.86154 3.07011
O 3.02253 -0.11640 2.38542



(3)
24
Properties=species:S:1:pos:R:3 method="wB97M-V/def2-TZVPD" total_charge=+1 e_tot_ev=-8999.3816 lumo_ev=-3.646 homo_lumo_gap_ev=8.64 smiles="C/C=C(/C)C[C@@H](C)[NH3+]" de_lowest_kcal_mol=67.4 e_homo_ev=-12.3
C 0.10713 0.55623 2.38160
C -0.23486 1.00999 0.90106
C 0.73366 0.44546 -0.16777
C 0.17395 -0.98303 -0.54692
C -0.43689 -1.44687 -1.69364
C -0.92583 -0.90029 -2.97087
C 0.58627 -2.03479 0.41902
N -0.13136 2.59157 0.83031
H 0.51052 1.47611 2.98856
H 0.91407 -0.02567 2.22990
H -0.67861 -0.07595 2.90161
H -1.17500 0.58711 0.72154
H 0.44800 1.09259 -1.09446
H 1.72005 0.43613 0.15079
H -0.36137 -2.59349 -1.73199
H -0.62010 0.18904 -3.03039
H -2.01327 -0.74230 -2.92879
H -0.54218 -1.36676 -3.79968
H 0.68010 -3.04658 0.11719
H 1.64909 -2.04498 0.64039
H -0.13704 -1.88582 1.35899
H -0.28398 2.88879 -0.18855
H -0.85829 3.04644 1.39021
H 0.87593 2.82708 1.12188



What did the first record say?
74
Properties=species:S:1:pos:R:3 method="wB97M-V/def2-TZVPD" e_tot_ev=-42431.6010 lumo_ev=-0.184 homo_lumo_gap_ev=8.37 smiles="CCOCc1c(CCOCCOc2ccc(C(C)(C)CC(C)(C)C)cc2)ccc2c1C(=O)NC2=O" de_lowest_kcal_mol=62.1 e_homo_ev=-8.6
C 3.04621 0.86299 2.06672
C 3.93466 -0.21730 2.75613
O 3.67172 -1.47981 2.16098
C 4.30273 -1.60600 0.89584
C 3.38887 -2.28977 -0.10443
C 3.30780 -1.87696 -1.43432
C 4.09070 -0.68561 -1.99852
C 3.06680 0.19992 -2.76925
O 3.37340 1.57561 -2.62326
C 2.26644 2.40219 -2.92210
C 2.19228 3.48779 -1.81143
O 0.87907 3.98459 -1.62287
C 0.09104 3.18141 -0.83805
C -1.12866 3.70449 -0.43174
C -1.98616 2.95047 0.31844
C -1.69270 1.64809 0.71860
C -2.71357 0.83346 1.52761
C -2.57827 1.38970 2.99895
C -2.33626 -0.66141 1.61893
C -4.18151 1.09660 1.11402
C -4.73471 0.31497 -0.12124
C -5.82351 1.24428 -0.74977
C -5.50662 -0.95750 0.30727
C -3.71512 0.04024 -1.24441
C -0.47007 1.15335 0.34084
C 0.40250 1.91097 -0.41953
C 2.47375 -2.56178 -2.31036
C 1.69116 -3.62114 -1.92464
C 1.74976 -4.00692 -0.60779
C 2.59839 -3.35840 0.28608
C 2.41330 -4.05469 1.64476
O 3.09426 -4.07706 2.63361
N 1.13523 -4.74065 1.52491
C 1.02300 -5.12685 0.13338
O 0.50769 -6.13146 -0.28359
H 3.62268 1.29105 1.23414
H 2.20822 0.34221 1.59027
H 2.70761 1.64205 2.75206
H 4.99768 0.05234 2.65705
H 3.69932 -0.26012 3.82325
H 5.18009 -2.26280 1.04691
H 4.69605 -0.65277 0.53744
H 4.89072 -1.02601 -2.66171
H 4.45268 -0.06764 -1.17613
H 2.10019 0.02734 -2.27287
H 3.01735 -0.12206 -3.82019
H 2.33492 2.87774 -3.90937
H 1.30812 1.86356 -2.89825
H 2.68413 3.16330 -0.88728
H 2.78835 4.33241 -2.18192
H -1.43201 4.71209 -0.70391
H -2.92840 3.40995 0.60216
H -3.11024 0.71468 3.67876
H -3.02163 2.39112 3.01421
H -1.50873 1.42092 3.22884
H -3.15564 -1.29726 1.95855
H -1.87843 -1.01861 0.69054
H -1.53950 -0.75478 2.37437
H -4.79563 0.78521 1.97460
H -4.39630 2.15732 0.96034
H -6.31512 0.76063 -1.60010
H -5.27155 2.10032 -1.17204
H -6.51490 1.62287 0.00995
H -6.24748 -0.61559 1.04459
H -6.07345 -1.38780 -0.52531
H -4.86871 -1.70677 0.78492
H -4.28876 -0.17592 -2.15885
H -3.17088 -0.88798 -1.03379
H -3.05003 0.87884 -1.46303
H -0.15948 0.15026 0.61896
H 1.34346 1.44085 -0.68806
H 2.42270 -2.24298 -3.34916
H 1.03328 -4.13244 -2.62133
H 0.40573 -4.05334 1.71164